# 1
19
Properties=species:S:1:pos:R:3:nbo_charge:R:1 method="wB97M-V/def2-TZVPD" charge=0 spin_multiplicity=1 lumo_energy_ev=0.8 e_above_lowest_ev=2.108 energy_ev=-10947.1587 smiles="CCN[C@H](C=O)CO"
O 1.6463 0.2608 -2.0065 -0.72
H -1.6167 -1.1645 1.5462 0.19
N -0.8007 0.0012 0.0185 -0.64
H -0.1810 -0.8316 -2.1952 0.19
C 1.6041 -0.1110 0.6223 0.44
C 0.4304 -0.7485 -0.1322 -0.17
O 1.4546 0.9975 1.0700 -0.53
H 1.2005 -1.7721 -1.8663 0.17
C -2.9686 0.5315 1.0491 -0.61
H -1.1315 0.4274 2.0635 0.16
H -3.4516 -0.1637 0.3430 0.20
C 0.7765 -0.7899 -1.6549 -0.07
H 1.1552 0.9409 -2.4473 0.48
H 0.3321 -1.7477 0.3203 0.20
H -2.9865 1.5531 0.6734 0.21
H 2.4912 -0.7559 0.7793 0.12
H -3.5653 0.4438 1.9460 0.21
C -1.5889 -0.1290 1.2122 -0.21
H -0.6383 0.9348 -0.3146 0.37



# 2
14
Properties=species:S:1:pos:R:3:nbo_charge:R:1 method="wB97M-V/def2-TZVPD" charge=0 spin_multiplicity=1 lumo_energy_ev="-0.6 / -1.2" e_above_lowest_ev=7.344 energy_ev=-9291.4008
C 0.9014 0.7320 -1.2899 -0.44
H 2.9267 0.8345 0.9456 0.22
H 1.9806 -0.3645 1.9456 0.25
C -2.1941 -1.0760 0.0910 0.13
C -3.1555 -1.8169 -0.0244 -0.26
H -3.9318 -2.5051 0.2018 0.24
C 1.9950 0.5295 1.2350 -0.63
H 1.8595 0.9908 -1.7105 0.24
N -0.1692 -0.0954 0.5884 -0.16
H 1.4448 1.4152 1.6685 0.24
N -1.2902 -0.1339 0.0004 -0.25
H -1.1204 0.3772 -1.7582 0.20
C 0.9143 0.3737 0.1370 0.21
C -0.1611 0.7391 -2.0305 0.01



# 3
17
Properties=species:S:1:pos:R:3:nbo_charge:R:1 method="wB97M-V/def2-TZVPD" charge=0 spin_multiplicity=1 lumo_energy_ev=0.8 e_above_lowest_ev=1.979 energy_ev=-10451.2651 smiles=C1COCCO1.O
O -1.5616 -1.6700 -0.0357 -0.52
C -1.4818 -0.4585 -0.7333 -0.10
H 0.6704 -0.8302 2.3098 0.20
H 0.9800 -1.7642 0.8172 0.16
H 2.0958 2.7933 -0.6982 0.47
H -1.6873 -0.8521 1.8233 0.17
O 2.6545 3.5960 -0.8062 -0.94
H -2.1930 0.2431 -0.2564 0.16
H -1.8284 -0.6366 -1.7694 0.19
C -0.0791 0.1663 -0.8595 -0.10
C 0.3693 -0.9492 1.2512 -0.10
H -0.9586 -2.4841 1.7842 0.20
H -0.0300 1.1349 -1.3932 0.20
O 0.5442 0.2492 0.4741 -0.54
H 0.4932 -0.5735 -1.4515 0.17
H 2.9950 3.5391 -1.7277 0.47
C -0.9828 -1.5035 1.2712 -0.10



# 4
28
Properties=species:S:1:pos:R:3:nbo_charge:R:1 method="wB97M-V/def2-TZVPD" charge=0 spin_multiplicity=1 lumo_energy_ev=0.0 e_above_lowest_ev=0.000 energy_ev=-31244.8072 smiles="CC1=C(C)C=P(c2pcccc2C)=C1"
P 0.0238 -0.8608 -0.9543 0.81
C 3.7403 0.9992 -1.0576 -0.63
H -3.0798 -2.6946 0.7720 0.23
H 3.1769 0.2831 2.2291 0.23
C 1.3017 0.3874 -1.5415 -0.46
H -3.7088 3.1776 -0.8281 0.24
C 2.2261 -0.4210 0.4803 -0.02
C -2.2393 -1.9601 0.8006 -0.67
P -1.5271 1.9487 -0.9488 0.74
C -1.3060 0.2793 -0.5744 -0.78
C 1.0304 -0.9390 0.6439 -0.46
H -5.2476 1.3813 -0.4434 0.21
H 1.1417 0.8638 -2.4826 0.23
C -3.8281 -0.1433 0.1417 -0.28
H 4.5157 0.2597 -1.1821 0.22
C -3.2254 2.1543 -0.7372 -0.63
H 4.2850 -0.4726 1.0696 0.21
H -2.0035 -1.7804 1.9315 0.24
C -4.1755 1.1768 -0.4022 -0.14
C 2.3888 0.3475 -0.7565 -0.02
C 3.3580 -0.5152 1.4634 -0.64
H -1.4058 -2.2730 0.2031 0.22
H -4.6877 -0.7541 0.5677 0.21
H 3.2595 -1.4007 2.0666 0.22
H 0.8344 -1.6493 1.3962 0.21
C -2.6109 -0.6747 0.1835 0.09
H 3.8147 1.6099 -1.8730 0.22
H 3.9486 1.6704 -0.1676 0.21



# 5
105
Properties=species:S:1:pos:R:3:lowdin_charge:R:1 method="wB97M-V/def2-TZVPD" charge=-1 spin_multiplicity=1 lumo_energy_ev=1.1 energy_ev=-96259.9747
H -5.0625 -0.6504 -3.1021 0.11
C 5.4510 0.5452 -0.1865 -0.27
C 3.6163 -3.6206 1.0420 -0.54
H -2.8677 2.1883 -5.3418 0.07
H 7.6002 5.8588 -1.0013 0.08
O 8.3522 1.6458 -0.6011 -0.23
C -11.8454 1.1090 0.0690 -0.08
C 6.1818 -4.1188 1.5038 -0.41
H -10.0703 0.4955 -1.0014 0.11
H -8.4310 -0.0194 4.0198 0.07
C -4.8229 -0.0209 -2.2383 -0.29
O 6.0422 -5.4049 0.9040 -0.06
C 0.4879 -0.9916 -2.2374 -0.08
C -4.6081 -0.8758 -1.0010 -0.08
H 3.6563 -5.4922 0.1877 0.03
H 6.8309 -3.3992 3.4581 0.08
H 0.2066 -1.1171 -3.2925 0.07
O -7.9349 2.2305 2.1849 -0.21
H 10.0233 1.6465 -3.8105 0.07
O 6.0447 3.7039 -0.4984 -0.20
O -10.1382 1.6562 2.5909 -0.20
C 2.7053 -2.3719 0.7019 -0.69
H -6.3798 0.8731 2.4386 0.10
C 5.0591 -3.0964 1.1691 -0.15
H 3.8543 1.8852 0.3641 0.09
H -10.8287 -0.1646 3.3163 0.11
H 7.1125 -3.7028 1.0980 0.13
C -0.8763 1.6351 -4.6595 -0.30
H -1.2062 -2.0702 -1.4642 0.11
H 3.0233 -6.4053 3.7308 0.01
O 7.4692 3.1682 -2.2430 -0.22
H 5.6127 -4.7574 3.5514 0.03
H 5.3364 -2.5155 0.2881 0.11
O 5.9815 1.4210 -1.2079 -0.20
C 8.9640 1.8530 -3.6462 -0.08
O 1.5142 -2.5517 0.3584 -0.07
H -12.5625 0.7335 -0.6623 0.08
H 0.0741 2.1594 -4.5384 0.12
H 1.6062 -6.3027 2.7272 0.03
C 4.6294 1.2876 0.8441 -0.09
H 5.2581 1.9757 1.4276 0.06
C -1.8296 2.4880 -5.4795 -0.08
O -3.6957 0.7979 -2.5402 -0.21
O -9.5850 2.0336 0.2947 -0.20
H 7.2746 -5.0477 3.0709 0.07
H -12.2533 2.0035 0.5394 0.08
H 9.5278 3.1337 -1.9902 0.10
H 7.9447 6.2554 0.6928 0.08
H 4.8232 -0.1851 -0.6888 0.10
H -8.7813 1.4524 4.9223 0.09
O -2.6582 -0.3348 -4.4582 -0.23
H -6.3438 2.1983 0.1060 0.07
O 3.2404 -1.2425 0.7575 -0.05
C -9.2112 0.5156 4.5699 -0.08
O -1.6879 -0.0385 -1.5536 -0.20
H -0.6464 0.6978 -5.1659 0.10
H -9.4883 -0.0914 5.4326 0.08
H -3.8228 -1.6181 -1.1661 0.06
C 1.5415 -3.2747 3.3197 -0.31
C -6.5355 1.9372 2.2608 -0.29
C 2.6755 -6.0489 2.7548 -0.30
H 0.7181 -3.2941 2.5924 0.02
H 6.5851 4.2774 1.4199 0.11
H 1.1306 -3.6942 4.2474 0.03
H -1.5856 2.4297 -6.5420 0.07
H -1.7633 3.5329 -5.1686 0.07
P -2.3234 0.0640 -3.0619 0.56
H 4.1619 0.5892 1.5318 0.06
H 8.4870 1.9961 -4.6180 0.07
C 6.4492 -4.3201 3.0078 -0.09
N 3.4129 -4.5436 -0.0707 0.05
H -6.1469 2.4546 3.1402 0.12
H -4.8162 1.9247 0.9581 0.08
H 8.5743 4.7665 -0.0200 0.07
C -0.7149 -1.1026 -1.3281 -0.26
C -5.7935 2.4039 1.0233 -0.07
H -5.6447 3.4847 1.0559 0.08
C -10.4266 0.7785 3.6990 -0.28
P 7.1285 2.4783 -0.7810 0.56
H 3.2330 -6.6194 2.0071 0.01
H -5.6652 0.6521 -2.0738 0.11
H 0.9593 -0.0148 -2.1354 0.09
H -11.2109 1.2541 4.2870 0.12
C 6.4484 4.7250 0.4308 -0.28
H -4.2980 -0.2603 -0.1574 0.07
O -8.0154 0.2296 0.8516 -0.22
C 8.7830 3.0911 -2.7856 -0.31
H 1.7761 -2.2305 3.5313 0.04
H 5.6243 5.4343 0.5037 0.12
C -10.5112 1.4105 -0.5938 -0.28
H 8.5013 0.9742 -3.1998 0.08
H 2.4294 -4.5851 -0.3221 0.07
P -8.9740 1.1472 1.5255 0.56
H 6.2727 0.0058 0.2941 0.11
O -1.3833 1.3839 -3.3532 -0.21
P 3.0017 -4.2211 2.7267 0.96
H -10.6641 2.1023 -1.4217 0.12
H 8.9319 3.9869 -3.3946 0.11
H -0.3971 -1.0397 -0.2903 0.11
H 5.4582 -5.9530 1.4348 0.06
H -5.5228 -1.4080 -0.7342 0.08
H 5.0484 -2.3802 1.9977 0.11
H 1.2149 -1.7616 -1.9851 0.07
H -11.7360 0.3524 0.8508 0.06
C 7.7153 5.4443 -0.0002 -0.09